No. 1
Below is C29H39Cl2O2P3Sn as an isolated structure at a distorted geometry, with properties calculated with wB97M-V/def2-TZVPD.

Net charge   +2
Gap between HOMO and LUMO   0.121 hartree
HOMO   -11.22 eV
Total energy   -3437.01619 Ha
Energy above the lowest of the compared OMol25 structures with the same formula, charge and spin   95.28 kcal/mol

Each line ends with the Mulliken charge.
CARTESIAN COORDINATES (ANGSTROEM)
P: 1.41 1.81 -6.00  -0.064
C: 3.07 1.71 -5.41  0.748
C: 3.96 1.03 -6.29  -0.348
H: 3.56 0.27 -6.96  0.390
C: 5.29 1.41 -6.35  -0.599
H: 5.90 1.03 -7.16  0.392
C: 5.80 2.31 -5.41  -0.440
H: 6.85 2.63 -5.48  0.390
C: 4.97 2.79 -4.38  -0.486
H: 5.42 3.42 -3.59  0.377
C: 3.61 2.50 -4.35  -0.695
H: 2.99 2.86 -3.53  0.368
C: 0.53 0.30 -6.03  0.364
C: 1.10 -0.90 -5.54  -0.388
H: 1.97 -0.86 -4.87  0.512
C: 0.55 -2.14 -5.89  -0.654
H: 1.01 -3.07 -5.53  0.445
C: -0.59 -2.19 -6.70  -0.583
H: -0.97 -3.15 -7.06  0.446
C: -1.26 -1.00 -7.06  -0.818
H: -2.17 -1.03 -7.66  0.480
C: -0.74 0.22 -6.67  -0.369
H: -1.28 1.16 -6.86  0.448
C: 0.46 3.30 -5.60  0.268
C: 0.55 4.25 -6.64  -0.495
H: 1.29 4.10 -7.42  0.444
C: -0.33 5.31 -6.69  -0.609
H: -0.29 5.94 -7.56  0.417
C: -1.25 5.50 -5.64  -0.534
H: -1.95 6.34 -5.71  0.378
C: -1.27 4.61 -4.56  -0.694
H: -1.96 4.80 -3.74  0.397
C: -0.43 3.49 -4.51  -0.081
H: -0.45 2.86 -3.62  0.684
Sn: -0.19 -0.28 0.46  1.125
C: -2.04 -1.03 -0.45  -0.990
C: -2.40 -1.02 -1.75  0.367
H: -2.69 -1.52 0.30  0.041
C: -1.59 -0.26 -2.89  2.153
O: -2.45 0.82 -3.42  -0.659
H: -1.87 1.42 -3.94  0.215
C: -0.38 0.28 -2.32  -1.251
H: -1.28 -0.93 -3.74  -0.519
C: 0.30 0.60 -1.28  -0.735
Cl: -0.93 -0.37 2.78  -0.362
Cl: 1.92 0.88 1.28  -0.404
P: 1.44 -2.23 -0.27  0.730
C: 2.30 -2.59 1.31  -1.161
H: 1.57 -2.96 2.05  0.350
H: 2.75 -1.64 1.66  0.322
H: 3.08 -3.35 1.11  0.449
C: 0.43 -3.67 -0.75  -1.069
H: 0.01 -3.48 -1.75  0.207
H: -0.39 -3.80 -0.03  0.345
H: 1.07 -4.57 -0.77  0.453
C: 2.75 -2.09 -1.55  -1.079
H: 3.20 -1.08 -1.48  0.348
H: 2.31 -2.23 -2.55  0.177
H: 3.53 -2.85 -1.37  0.502
P: -3.92 -1.77 -2.42  1.270
C: -4.47 -2.82 -1.09  -1.367
C: -3.51 -2.72 -3.88  -1.083
H: -4.54 -2.25 -0.15  0.478
H: -3.79 -3.66 -0.96  0.401
H: -5.45 -3.15 -1.41  0.439
H: -3.14 -2.07 -4.69  0.247
H: -4.47 -3.19 -4.15  0.497
H: -2.75 -3.49 -3.65  0.396
C: -5.10 -0.49 -2.77  -1.253
H: -5.30 0.08 -1.86  0.427
H: -5.98 -1.03 -3.12  0.470
H: -4.68 0.19 -3.54  0.376
H: 1.18 1.25 -1.17  0.943
O: -0.98 2.07 0.61  -0.493
H: -1.55 2.42 1.30  0.281
H: -0.17 2.63 0.62  0.323


No. 2
Below is C34H24Cl2IrN2O6S5 as an isolated structure at a distorted geometry, with properties calculated with wB97M-V/def2-TZVPD.

Net charge   0
Multiplicity   2
Gap between HOMO and LUMO (alpha / beta)   0.208 / 0.230 hartree
HOMO (alpha / beta)   -7.68 / -7.66 eV
Total energy   -4886.65786 Ha
<S²>   0.848
Energy above the lowest of the compared OMol25 structures with the same formula, charge and spin   67.71 kcal/mol

Each line ends with the Löwdin spin population.
CARTESIAN COORDINATES (ANGSTROEM)
Ir: 0.81 0.82 1.29  0.925
C: 4.38 2.45 3.23  0.000
C: 3.57 1.67 2.24  0.001
O: 2.40 1.39 2.57  0.003
C: 4.16 1.25 0.99  0.007
C: 5.39 1.76 0.55  0.000
C: 5.94 1.38 -0.65  0.007
C: 5.23 0.47 -1.46  0.000
C: 4.03 -0.04 -1.05  0.007
C: 3.46 0.32 0.19  0.003
O: 2.35 -0.28 0.57  0.085
H: 3.77 2.63 4.11  0.000
H: 4.66 3.41 2.79  0.000
H: 5.28 1.91 3.50  0.000
H: 5.93 2.47 1.17  0.000
H: 6.88 1.79 -0.98  0.000
H: 5.65 0.17 -2.41  0.000
H: 3.48 -0.76 -1.65  0.000
Cl: -3.94 5.98 -0.64  -0.001
C: -2.66 5.01 0.02  -0.003
C: -2.43 5.03 1.39  0.001
C: -1.43 4.25 1.94  -0.001
Cl: -1.19 4.26 3.65  -0.001
C: -0.60 3.45 1.14  0.006
O: 0.40 2.78 1.69  0.020
C: -0.86 3.45 -0.24  -0.001
C: -0.07 2.63 -1.15  0.009
O: 0.84 1.89 -0.83  0.052
C: -1.89 4.22 -0.79  0.001
H: -3.05 5.65 2.04  0.000
H: -0.32 2.71 -2.21  0.003
H: -2.07 4.18 -1.86  0.000
C: 1.85 -1.20 4.45  -0.004
S: 0.46 -1.98 5.30  -0.023
C: -0.93 -1.72 4.30  -0.060
C: -1.31 -0.63 3.54  0.007
S: -0.53 0.87 3.40  -0.080
S: -2.84 -0.81 2.70  0.014
C: -3.23 -2.41 3.22  -0.001
S: -4.55 -3.24 2.77  -0.019
S: -2.02 -3.06 4.30  -0.016
H: 2.73 -1.70 4.85  0.000
H: 1.89 -0.13 4.64  0.000
H: 1.77 -1.39 3.38  0.000
O: 0.33 -1.74 1.60  0.052
C: -0.33 -1.49 0.59  0.006
N: -0.92 -2.36 -0.25  0.001
C: -1.44 -1.68 -1.43  0.000
C: -1.25 -0.20 -1.01  -0.001
O: -1.64 0.75 -1.65  0.001
N: -0.57 -0.19 0.18  0.001
C: -0.54 -1.88 -2.66  0.000
C: 0.68 -2.52 -2.57  0.000
C: 1.46 -2.71 -3.71  0.000
C: 1.02 -2.26 -4.94  0.000
C: -0.19 -1.58 -5.03  0.000
C: -0.97 -1.39 -3.89  0.000
C: -2.90 -2.06 -1.66  0.000
C: -3.24 -3.09 -2.54  0.000
C: -4.56 -3.48 -2.68  0.000
C: -5.56 -2.86 -1.94  0.000
C: -5.22 -1.84 -1.05  0.000
C: -3.90 -1.44 -0.92  0.000
H: -0.80 -3.36 -0.19  0.000
H: 1.06 -2.86 -1.61  0.000
H: 2.41 -3.22 -3.63  0.000
H: 1.61 -2.42 -5.83  0.000
H: -0.54 -1.20 -5.98  0.000
H: -1.90 -0.84 -3.96  0.000
H: -2.47 -3.59 -3.11  0.000
H: -4.82 -4.27 -3.38  0.000
H: -6.59 -3.16 -2.05  0.000
H: -5.99 -1.36 -0.46  0.000
H: -3.65 -0.64 -0.24  0.000


No. 3
Below is a 2-piece molecular cluster, C3H9NO3 overall at a distorted geometry, with properties calculated with wB97M-V/def2-TZVPD.

Net charge   +1
Multiplicity   2
Gap between HOMO and LUMO (alpha / beta)   0.353 / 0.167 hartree
HOMO (alpha / beta)   -13.91 / -13.91 eV
Total energy   -399.82688 Ha
<S²>   0.757
Energy above the lowest of the compared OMol25 structures with the same formula, charge and spin   22.12 kcal/mol

Each line ends with the natural charge from an NBO analysis.
CARTESIAN COORDINATES (ANGSTROEM)
C: -0.71 -0.58 1.44  -0.432
C: -0.20 -1.37 0.20  -0.057
O: -1.24 -2.19 -0.19  -0.643
C: 0.08 0.79 1.57  0.663
N: -0.05 1.66 0.57  -0.720
O: 0.67 0.94 2.62  -0.127
H: -1.74 -0.28 1.22  0.268
H: -0.74 -0.99 2.45  0.269
H: 0.73 -1.88 0.45  0.211
H: -0.05 -0.65 -0.60  0.187
H: -1.19 -3.08 0.20  0.503
H: 0.08 2.63 0.85  0.446
H: -0.81 1.42 -0.04  0.431
H: 1.46 1.70 -4.95  0.472
H: 1.29 0.56 -3.95  0.455
O: 1.27 0.76 -4.90  -0.926


No. 4
Below is one molecule with the formula C3H4OS3 at a distorted geometry, with properties calculated with wB97M-V/def2-TZVPD.

Net charge   0
Gap between HOMO and LUMO   0.304 hartree
HOMO   -9.06 eV
Total energy   -1386.42967 Ha
Energy above the lowest of the compared OMol25 structures with the same formula, charge and spin   47.25 kcal/mol

Each line ends with the natural charge from an NBO analysis.
CARTESIAN COORDINATES (ANGSTROEM)
C: 1.74 -1.01 -0.49  0.265
C: 0.18 1.22 0.08  -0.668
C: -1.90 -0.43 0.43  -0.482
H: 1.65 -0.33 -1.48  0.143
H: 0.69 1.77 -0.60  0.230
H: 0.07 1.91 0.98  0.239
H: -1.29 -0.07 1.27  0.206
O: 2.22 -2.13 -0.65  -0.510
S: 1.11 -0.19 1.06  0.153
S: -1.24 0.64 -0.80  0.347
S: -3.23 -1.37 0.19  0.076


Question: Look up the total energy of the fourth one.
Answer: -1386.42967 Ha